C16H20FeO4 | the ωB97M-V functional and the def2-TZVPD basis

The geometry in XYZ format:
```
41
C16H20FeO4 the ωB97M-V functional and the def2-TZVPD basis
C -0.71 -2.09 3.04
C -0.77 -0.61 3.03
C 0.51 0.03 2.98
C 0.68 1.51 3.00
O 1.52 -0.66 2.93
C -2.00 0.12 3.02
C -3.33 -0.56 3.05
O -2.02 1.34 2.97
H -1.67 -2.58 3.05
H -0.16 -2.44 2.17
H -0.15 -2.42 3.92
H -0.27 2.03 2.99
H 1.23 1.82 3.89
H 1.26 1.83 2.13
H -3.27 -1.65 3.06
H -3.88 -0.25 3.94
H -3.92 -0.26 2.19
C -1.36 0.09 -0.28
C -0.51 -0.72 -1.22
C 0.69 -1.23 -0.87
Fe 1.07 0.46 -2.19
C 2.45 0.84 -0.98
O 3.29 1.06 -0.26
C 0.22 2.02 -1.67
O -0.31 2.98 -1.34
C 2.30 -0.61 -3.56
C 2.55 0.81 -3.69
C 1.31 1.45 -4.07
C 0.29 0.43 -4.18
C 0.91 -0.84 -3.88
H -2.08 -0.54 0.25
H -0.74 0.58 0.48
H -1.90 0.87 -0.80
H -0.98 -1.06 -2.15
H 1.13 -1.01 0.10
H 1.21 -1.96 -1.48
H 3.03 -1.36 -3.28
H 3.52 1.29 -3.57
H 1.17 2.52 -4.24
H -0.73 0.59 -4.52
H 0.43 -1.82 -3.95
```

Calculated values
* HOMO level (spin up / spin down): -6.5 / -7.8 eV
* E_LUMO (spin up / spin down): 0.0240 / -0.0812 Eh
* maximum force: 2.958 eV/Å
* spin multiplicity: 5

Okay, here come the Löwdin numbers, in e, for every atom: atom 1 (C): -0.02, atom 2 (C): -0.10, atom 3 (C): -0.42, atom 4 (C): 0.00, atom 5 (O): 0.08, atom 6 (C): -0.42, atom 7 (C): 0.00, atom 8 (O): 0.07, atom 9 (H): 0.07, atom 10 (H): 0.10, atom 11 (H): 0.11, atom 12 (H): 0.06, atom 13 (H): 0.10, atom 14 (H): 0.09, atom 15 (H): 0.06, atom 16 (H): 0.10, atom 17 (H): 0.09, atom 18 (C): -0.09, atom 19 (C): -0.29, atom 20 (C): -0.08, atom 21 (Fe): 0.19, atom 22 (C): -0.10, atom 23 (O): 0.16, atom 24 (C): -0.10, atom 25 (O): 0.16, atom 26 (C): -0.17, atom 27 (C): -0.17, atom 28 (C): -0.18, atom 29 (C): -0.16, atom 30 (C): -0.18, atom 31 (H): 0.08, atom 32 (H): 0.07, atom 33 (H): 0.08, atom 34 (H): 0.11, atom 35 (H): 0.07, atom 36 (H): 0.08, atom 37 (H): 0.11, atom 38 (H): 0.12, atom 39 (H): 0.12, atom 40 (H): 0.11, atom 41 (H): 0.12

C3H8N2 | the ωB97M-V functional and the def2-TZVPD basis

The geometry in XYZ format:
```
13
C3H8N2 the ωB97M-V functional and the def2-TZVPD basis
H 0.60 2.02 0.04
N 1.17 1.23 -0.30
C 0.63 0.13 0.17
N 1.22 -1.15 0.00
C -0.78 0.09 0.74
C -1.81 -0.10 -0.48
H 0.70 -2.03 -0.22
H 1.98 -1.06 -0.65
H -0.94 -0.68 1.46
H -0.99 1.05 1.26
H -1.44 -0.89 -1.32
H -2.04 0.84 -1.10
H -2.81 -0.60 0.02
```

Calculated values
* HOMO level: -9.4 eV
* SMILES: [H]/N=C(/N)CC
* E_LUMO: 0.0343 Eh
* maximum force: 3.153 eV/Å
* energy relative to the best compared isomer or geometry (same formula, charge and spin): 39.0 kcal per mole
* spin multiplicity: 1

Okay, here come the Löwdin numbers, in e, for every atom: atom 1 (H): 0.03, atom 2 (N): 0.09, atom 3 (C): -0.51, atom 4 (N): 0.08, atom 5 (C): -0.21, atom 6 (C): -0.12, atom 7 (H): 0.11, atom 8 (H): 0.07, atom 9 (H): 0.08, atom 10 (H): 0.11, atom 11 (H): 0.10, atom 12 (H): 0.07, atom 13 (H): 0.10

C6H6N2 | the ωB97M-V functional and the def2-TZVPD basis

The geometry in XYZ format:
```
14
C6H6N2 the ωB97M-V functional and the def2-TZVPD basis
C 0.66 -0.23 -1.80
C 1.34 0.97 0.08
C -1.57 1.63 0.48
C -1.14 0.67 -0.35
C 0.60 -1.86 0.70
C 0.26 0.43 -0.60
N 1.03 -0.60 -2.81
N 2.26 1.38 0.64
H -2.62 1.68 0.68
H -0.94 1.90 1.36
H -1.78 0.17 -1.10
H 0.11 -2.68 0.22
H 1.63 -1.59 0.80
H 0.16 -1.87 1.69
```

Calculated values
* HOMO level (spin up / spin down): -9.3 / -9.6 eV
* E_LUMO (spin up / spin down): -0.0232 / -0.0832 Eh
* maximum force: 2.686 eV/Å
* energy relative to the best compared isomer or geometry (same formula, charge and spin): 103.0 kcal per mole
* spin multiplicity: 1

Okay, here come the Löwdin numbers, in e, for every atom: atom 1 (C): -0.22, atom 2 (C): -0.23, atom 3 (C): 0.05, atom 4 (C): -0.14, atom 5 (C): 0.12, atom 6 (C): -0.27, atom 7 (N): 0.19, atom 8 (N): 0.20, atom 9 (H): 0.05, atom 10 (H): 0.09, atom 11 (H): 0.13, atom 12 (H): 0.01, atom 13 (H): 0.01, atom 14 (H): 0.01

C4H7BrNOV | the ωB97M-V functional and the def2-TZVPD basis

The geometry in XYZ format:
```
15
C4H7BrNOV the ωB97M-V functional and the def2-TZVPD basis
O 6.76 0.53 -14.08
V 8.06 0.88 -14.81
Br 7.25 -0.04 -18.44
C 5.99 5.08 -21.34
C 5.57 6.40 -20.69
C 4.25 6.32 -19.93
C 3.21 7.31 -20.12
N 2.39 8.11 -20.34
H 7.04 5.04 -21.63
H 5.29 4.87 -22.15
H 5.94 4.25 -20.63
H 5.41 7.16 -21.46
H 6.38 6.68 -20.02
H 4.33 6.18 -18.85
H 3.71 5.45 -20.31
```

Calculated values
* HOMO level (spin up / spin down): -12.8 / -12.8 eV
* E_LUMO (spin up / spin down): -0.3481 / -0.3369 Eh
* maximum force: 3.316 eV/Å
* net charge: +1
* energy relative to the best compared isomer or geometry (same formula, charge and spin): 0.0 kcal per mole
* spin multiplicity: 2

Okay, here come the Löwdin numbers, in e, for every atom: atom 1 (O): -0.20, atom 2 (V): 1.28, atom 3 (Br): -0.09, atom 4 (C): -0.11, atom 5 (C): -0.25, atom 6 (C): -0.21, atom 7 (C): -0.23, atom 8 (N): 0.14, atom 9 (H): 0.07, atom 10 (H): 0.08, atom 11 (H): 0.06, atom 12 (H): 0.11, atom 13 (H): 0.10, atom 14 (H): 0.12, atom 15 (H): 0.12

C18H19NO3 | the ωB97M-V functional and the def2-TZVPD basis

The geometry in XYZ format:
```
41
C18H19NO3 the ωB97M-V functional and the def2-TZVPD basis
C -0.56 -1.49 2.62
O 0.23 -0.65 1.82
C 0.75 0.46 2.52
C 1.54 1.37 1.59
C 2.75 0.66 0.96
N 2.32 -0.31 -0.02
C 2.54 -0.15 -1.34
O 3.30 0.69 -1.80
C 1.80 -1.15 -2.23
C 0.53 -1.67 -1.65
C 0.26 -2.98 -1.40
O -0.96 -3.16 -0.86
C -1.51 -1.93 -0.74
C -2.77 -1.65 -0.20
C -3.13 -0.34 -0.13
C -2.29 0.71 -0.60
C -2.70 2.05 -0.51
C -1.90 3.07 -0.96
C -0.66 2.78 -1.54
C -0.23 1.48 -1.64
C -1.02 0.42 -1.17
C -0.63 -0.95 -1.22
H -1.44 -0.96 3.00
H -0.88 -2.31 1.99
H 0.01 -1.88 3.47
H 1.40 0.10 3.34
H -0.08 1.03 2.98
H 0.88 1.72 0.79
H 1.88 2.23 2.16
H 3.33 0.16 1.74
H 3.38 1.38 0.44
H 1.59 -0.93 0.29
H 2.48 -1.98 -2.42
H 1.62 -0.65 -3.19
H 0.85 -3.86 -1.57
H -3.40 -2.44 0.16
H -4.09 -0.06 0.29
H -3.66 2.27 -0.07
H -2.23 4.09 -0.88
H -0.04 3.58 -1.90
H 0.73 1.28 -2.09
```

Calculated values
* HOMO level: -8.0 eV
* SMILES: COCCCNC(=O)Cc1coc2ccc3ccccc3c12
* E_LUMO: 0.0194 Eh
* maximum force: 1.207 eV/Å
* energy relative to the best compared isomer or geometry (same formula, charge and spin): 21.6 kcal per mole
* spin multiplicity: 1

Okay, here come the Löwdin numbers, in e, for every atom: atom 1 (C): -0.09, atom 2 (O): -0.21, atom 3 (C): -0.22, atom 4 (C): -0.13, atom 5 (C): -0.16, atom 6 (N): 0.08, atom 7 (C): -0.52, atom 8 (O): 0.05, atom 9 (C): -0.04, atom 10 (C): -0.16, atom 11 (C): -0.04, atom 12 (O): 0.07, atom 13 (C): -0.23, atom 14 (C): 0.01, atom 15 (C): -0.02, atom 16 (C): -0.16, atom 17 (C): -0.04, atom 18 (C): -0.08, atom 19 (C): -0.07, atom 20 (C): -0.02, atom 21 (C): -0.09, atom 22 (C): -0.06, atom 23 (H): 0.09, atom 24 (H): 0.08, atom 25 (H): 0.09, atom 26 (H): 0.13, atom 27 (H): 0.13, atom 28 (H): 0.10, atom 29 (H): 0.12, atom 30 (H): 0.12, atom 31 (H): 0.12, atom 32 (H): 0.11, atom 33 (H): 0.13, atom 34 (H): 0.13, atom 35 (H): 0.13, atom 36 (H): 0.12, atom 37 (H): 0.11, atom 38 (H): 0.11, atom 39 (H): 0.10, atom 40 (H): 0.11, atom 41 (H): 0.10

C5H8N2O | the ωB97M-V functional and the def2-TZVPD basis

The geometry in XYZ format:
```
16
C5H8N2O the ωB97M-V functional and the def2-TZVPD basis
C -1.62 1.07 0.21
C 0.39 0.78 -0.39
C 1.88 0.41 -0.14
C 1.29 -1.04 -0.12
C 0.01 -0.45 0.44
H -3.18 -1.18 0.07
H -2.72 1.36 0.44
H 0.22 0.60 -1.42
H 2.98 0.83 -0.53
H 2.06 0.39 1.02
H 1.11 -1.52 -1.09
H 1.85 -1.74 0.40
H 0.19 -0.09 1.45
N -1.46 -0.38 0.48
N -0.64 1.79 -0.19
O -2.34 -0.83 -0.63
```

Calculated values
* HOMO level: -9.3 eV
* E_LUMO: 0.0212 Eh
* maximum force: 5.257 eV/Å
* energy relative to the best compared isomer or geometry (same formula, charge and spin): 160.8 kcal per mole
* spin multiplicity: 1

Okay, here come the Löwdin numbers, in e, for every atom: atom 1 (C): -0.17, atom 2 (C): -0.34, atom 3 (C): -0.09, atom 4 (C): -0.14, atom 5 (C): -0.25, atom 6 (H): 0.21, atom 7 (H): 0.15, atom 8 (H): 0.13, atom 9 (H): 0.16, atom 10 (H): 0.12, atom 11 (H): 0.12, atom 12 (H): 0.07, atom 13 (H): 0.15, atom 14 (N): -0.11, atom 15 (N): 0.12, atom 16 (O): -0.12